This record from OMol25 describes C6H13ClNO as an isolated structure. The level of theory is the ωB97M-V functional and the def2-TZVPD basis.

```
22
Properties=species:S:1:pos:R:3
C -1.96 -0.99 0.18
C -0.93 -0.03 0.73
C -1.06 -1.72 -0.87
C -0.12 0.41 -0.44
C 1.83 0.84 1.64
C 1.70 0.66 0.12
N -0.10 -0.67 -1.42
O 2.12 1.65 -0.66
Cl 2.54 -0.94 -0.35
H -2.31 -1.64 0.88
H -2.76 -0.47 -0.41
H -1.46 0.76 1.08
H -0.29 -0.61 1.47
H -0.39 -2.41 -0.26
H -1.56 -2.26 -1.64
H -0.17 1.35 -1.02
H 1.89 1.87 1.88
H 2.61 0.30 2.18
H 0.94 0.47 2.14
H 1.02 -0.99 -1.36
H -0.30 -0.40 -2.38
H 2.84 2.11 -0.25
```

* Kohn-Sham gap: 11.7 eV
* energy relative to the best compared isomer or geometry (same formula, charge and spin): 0.0 kJ/mol
* multiplicity: 1
* lowest unoccupied orbital energy: -0.102 Ha
* charge: +1

***

This record from OMol25 describes C6H13CuNO3P as an isolated structure. The level of theory is the ωB97M-V functional and the def2-TZVPD basis.

```
25
Properties=species:S:1:pos:R:3
C -0.03 -2.59 1.48
C -0.13 -1.36 0.93
C -1.11 -0.90 -0.10
N -0.64 0.37 -0.76
C 0.79 0.33 -1.16
C 1.72 1.31 -0.46
C 3.13 1.33 -1.05
P -2.63 -0.61 0.69
O -3.37 -1.79 1.17
O -2.38 0.43 1.94
O -3.47 0.38 -0.28
H 0.91 -2.96 1.85
H -0.91 -3.23 1.54
H 0.55 -0.61 1.33
H -0.84 1.26 -0.31
H 1.16 -0.69 -1.14
H 0.81 0.70 -2.23
H 1.74 1.12 0.62
H 1.29 2.31 -0.58
H 3.74 0.51 -0.68
H 3.62 2.27 -0.82
H 3.08 1.28 -2.14
H -2.72 0.03 2.74
H -3.59 1.23 0.14
Cu -0.70 -0.13 -2.72
```

* Kohn-Sham gap: 4.9 eV
* multiplicity: 1
* lowest unoccupied orbital energy: -0.061 Ha

***

This record from OMol25 describes C6H13EuO3 as an isolated structure. The level of theory is the ωB97M-V functional and the def2-TZVPD basis.

```
23
Properties=species:S:1:pos:R:3
H 2.22 -1.62 1.78
C 2.25 -0.55 1.55
H 3.04 -1.77 -0.59
H 3.28 -0.18 1.65
H 1.58 -0.01 2.22
C 2.70 -0.75 -0.81
H 3.58 -0.07 -0.79
O 1.79 -0.33 0.22
C 1.96 -0.67 -2.13
H 2.70 -0.81 -2.94
H 1.26 -1.53 -2.18
O 1.27 0.54 -2.26
C -2.26 1.31 -0.47
H -2.48 1.03 -1.50
O -2.74 -0.87 0.22
C -2.44 0.37 0.52
C -2.60 -1.86 1.25
H -1.94 -1.49 2.04
H -2.15 -2.73 0.78
H -2.46 0.65 1.58
H -3.59 -2.10 1.67
Eu 0.39 1.38 -0.61
H -2.30 2.36 -0.16
```

* Kohn-Sham gap (alpha / beta): 6.4 / 9.0 eV
* multiplicity: 7
* expectation value of S²: 12.112
* lowest unoccupied orbital energy (alpha / beta): -0.408 / -0.313 Ha
* charge: +2

***

This record from OMol25 describes an isolated ion of composition C6H13FN and charge +1. The level of theory is the ωB97M-V functional and the def2-TZVPD basis.

```
21
Properties=species:S:1:pos:R:3
C 1.14 -0.48 1.69
C 1.05 -0.17 0.43
C 2.08 0.52 -0.38
C -0.30 -0.45 -0.27
C -0.25 -1.55 -1.31
F -1.16 -1.06 0.71
C -1.18 0.76 -0.64
N -1.67 1.31 0.69
H 0.17 -0.92 2.04
H 1.99 -0.49 2.38
H 1.84 1.13 -1.24
H 2.87 -0.17 -0.59
H 2.55 1.28 0.41
H -1.26 -1.95 -1.39
H 0.31 -2.41 -0.94
H 0.12 -1.23 -2.31
H -0.76 1.50 -1.23
H -1.96 0.30 -1.35
H -2.10 0.54 1.18
H -2.37 2.04 0.63
H -1.12 1.51 1.50
```

* Kohn-Sham gap: 10.0 eV
* energy relative to the best compared isomer or geometry (same formula, charge and spin): 0.0 kJ/mol
* multiplicity: 1
* lowest unoccupied orbital energy: -0.129 Ha
* charge: +1
* SMILES string: C=C(C)[C@@](C)(F)C[NH3+]

***

This record from OMol25 describes one molecule with the formula C6H13N. The level of theory is the ωB97M-V functional and the def2-TZVPD basis.

```
20
Properties=species:S:1:pos:R:3
C -1.42 1.76 0.53
C -0.69 0.44 0.60
N -0.75 -0.45 -0.54
C -1.06 -1.86 -0.36
C 0.55 0.09 -0.15
C 1.56 -0.78 0.58
C 1.18 1.00 -1.17
H -2.48 1.62 0.78
H -1.00 2.48 1.24
H -1.37 2.18 -0.48
H -0.76 -0.05 1.58
H -1.52 -2.26 -1.27
H -0.17 -2.47 -0.15
H -1.76 -2.01 0.47
H 2.25 -0.13 1.13
H 1.10 -1.45 1.30
H 2.16 -1.38 -0.12
H 0.48 1.77 -1.52
H 1.48 0.42 -2.05
H 2.07 1.49 -0.77
```

* Kohn-Sham gap: 9.8 eV
* energy relative to the best compared isomer or geometry (same formula, charge and spin): 84.1 kJ/mol
* multiplicity: 1
* lowest unoccupied orbital energy: 0.040 Ha
* SMILES string: C[C@H]1N(C)C1(C)C

***

This record from OMol25 describes one molecule with the formula C6H13N. The level of theory is the ωB97M-V functional and the def2-TZVPD basis.

```
20
Properties=species:S:1:pos:R:3
C 0.24 -1.08 1.84
C 0.03 -0.48 0.63
C -1.38 -0.06 0.29
C -1.82 1.22 1.05
C 1.16 0.35 0.11
C 1.25 0.42 -1.44
N 0.62 -0.67 -2.17
H 1.01 -1.82 2.02
H -0.27 -0.83 2.77
H -1.47 0.08 -0.78
H -2.03 -0.85 0.64
H -0.99 1.82 1.41
H -2.46 1.07 1.92
H -2.37 1.89 0.38
H 0.86 1.37 0.35
H 2.11 0.11 0.58
H 0.74 1.33 -1.77
H 2.30 0.58 -1.73
H 0.43 -0.56 -3.16
H 1.33 -1.41 -2.24
```

* Kohn-Sham gap: 8.9 eV
* energy relative to the best compared isomer or geometry (same formula, charge and spin): 236.8 kJ/mol
* multiplicity: 1
* lowest unoccupied orbital energy: 0.037 Ha
* SMILES string: C=C(CC)CCN

***

Question: Look up the multiplicity of the sixth one.
Answer: 1